Entry from OMol25: the molecule C5H8O (ωB97M-V with the def2-TZVPD basis set).

XYZ file:
```
14
Properties=species:S:1:pos:R:3:forces:R:3:nbo_charge:R:1
O -1.670 -0.987 0.287 -0.111 -0.140 0.002 -0.520
C -2.106 0.348 0.181 -0.107 0.227 -0.019 -0.253
H -2.470 0.573 -0.833 0.059 -0.054 0.126 0.163
C -0.694 -1.351 -0.663 0.200 -0.076 -0.120 -0.129
C 2.497 0.868 0.496 0.487 -0.756 -0.189 -0.677
C 1.609 -0.131 -0.113 -0.207 0.613 0.256 0.019
H 1.816 1.624 0.838 0.000 0.602 0.415 0.235
H 3.054 0.440 1.340 -0.184 0.194 -0.182 0.232
H -0.556 -2.429 -0.559 -0.121 0.056 -0.101 0.216
H -1.035 -1.128 -1.686 -0.057 -0.090 0.110 0.186
H -1.316 1.068 0.437 -0.056 -0.161 -0.045 0.172
C 0.588 -0.681 -0.422 0.083 -0.278 -0.080 -0.071
H 3.216 1.322 -0.189 -0.123 -0.145 -0.061 0.231
H -2.934 0.463 0.886 0.137 0.007 -0.111 0.195
```
Positions in Å, forces in eV/Å.

Summary:
Calculated total energy   -270.46162 Eh
Net charge   0
Energy relative to the best compared isomer or geometry (same formula, charge and spin)   60.4 kcal/mol
HOMO-LUMO gap   0.3886 Eh
HOMO level   -9.624 eV
Largest force on an atom   0.92 eV/A